Density functional theory data (the ωB97M-V functional and the def2-TZVPD basis) for the molecule C11H22N4O4 in a non-equilibrium geometry.

```
41
Properties=species:S:1:pos:R:3:forces:R:3:lowdin_charge:R:1
N 0.9636 5.4938 1.8774 -2.41 -0.69 -5.40 0.021
C 1.4235 4.1835 1.4421 -2.44 -1.66 0.76 -0.283
C 0.5758 3.7181 0.2634 -1.73 0.08 1.57 -0.226
C 0.5064 2.1892 0.1023 -0.51 -0.61 -0.94 -0.217
C 0.8938 1.9492 -1.3523 2.10 1.34 0.14 -0.206
C 1.0978 0.5606 -1.9851 -3.09 1.07 -2.01 -0.275
N 1.2744 0.8083 -3.4454 -0.66 -0.33 0.21 0.027
C -0.1454 -0.4244 -1.7218 0.30 -1.16 0.67 -0.353
O -0.9389 -0.9147 -2.5441 1.63 1.31 1.47 0.029
N -0.0996 -0.7328 -0.3656 -1.84 -0.30 -1.16 0.081
C -0.7751 -1.7062 0.5115 0.89 -2.21 -2.11 -0.117
C 0.1189 -3.1377 0.3167 -0.30 2.77 -0.42 -0.080
C -0.6617 -4.2862 -0.1993 0.44 0.86 -1.23 -0.127
C -1.8687 -4.3338 0.6317 -3.24 0.90 2.98 -0.398
N -2.9038 -5.0966 0.1113 2.89 0.88 0.52 0.202
O -1.9692 -3.6524 1.7176 -0.21 -3.54 -3.20 -0.023
C -0.5165 -1.2488 1.9195 1.06 2.13 0.20 -0.554
O 0.4363 -0.5700 2.2372 0.63 -0.16 -0.87 0.101
O -1.4357 -1.4259 2.8070 -2.03 -2.21 0.94 0.133
H 1.3120 6.2617 1.2777 -0.59 -0.91 -0.57 0.094
H 1.4099 5.7525 2.6144 3.21 1.50 6.68 -0.029
H 1.2317 3.3360 2.1783 0.35 1.67 0.02 0.133
H 2.4456 4.1290 1.1840 1.41 -0.02 -0.33 0.094
H -0.5095 4.1092 0.3338 1.80 -0.40 0.21 0.145
H 1.0139 4.2146 -0.5556 0.27 0.27 -1.61 0.076
H -0.5583 1.8468 0.2460 1.09 0.27 0.01 0.129
H 1.1302 1.5353 0.7227 0.04 0.75 0.56 0.100
H 1.9088 2.5106 -1.5588 -1.38 -1.16 0.67 0.152
H 0.2485 2.6715 -1.8373 -0.70 -0.74 -1.16 0.108
H 1.9991 0.1413 -1.6264 0.75 -0.79 0.72 0.120
H 1.3938 1.8167 -3.5132 0.01 -0.27 -0.45 0.051
H 0.3958 0.5793 -3.9453 0.68 0.07 0.51 0.076
H 0.6119 -0.2960 0.1571 0.90 0.65 0.55 0.072
H -1.8949 -1.9182 0.4000 1.83 0.91 -0.55 0.174
H 0.4189 -3.3288 1.2952 0.90 -0.61 1.59 0.090
H 1.0016 -2.8689 -0.2854 -0.49 -0.20 0.17 0.133
H -0.8531 -4.0942 -1.2654 -0.64 -0.08 0.20 0.141
H -0.1186 -5.2154 -0.2309 0.26 -0.50 0.48 0.134
H -3.8368 -5.1034 0.3662 -1.77 0.40 1.53 0.088
H -2.8312 -5.1551 -0.8603 0.31 -0.58 -1.67 0.083
H -1.8952 -2.2982 2.5793 0.27 1.28 0.31 0.098
```
Positions in Å, forces in eV/Å.

Summary:
- orbital gap (eV) = 9.62
- largest force on an atom (eV Å⁻¹) = 7.564
- SMILES = NCCCC[C@H](N)C(=O)N[C@@H](CCC(N)=O)C(=O)O
- HOMO level (eV) = -9.18
- ΔE to the lowest compared entry with this formula, charge and spin (kcal per mole) = 86.02
- DFT total energy (Eh) = -952.27646
- total charge = 0